# 1
{"formula": "C29H28N5O4RhS", "method": "ωB97M-V/def2-TZVPD", "symbols": ["H", "C", "H", "O", "H", "C", "C", "N", "H", "H", "C", "C", "C", "H", "N", "H", "H", "Rh", "C", "C", "H", "H", "C", "S", "C", "C", "H", "C", "C", "N", "H", "H", "C", "C", "H", "H", "C", "O", "H", "H", "C", "H", "C", "C", "H", "H", "C", "H", "N", "C", "N", "O", "H", "H", "H", "H", "C", "C", "C", "C", "H", "C", "H", "O", "H", "C", "C", "C"], "coordinates": [[-3.6759, -6.6257, 3.2598], [-1.5809, 3.7105, -1.6633], [-5.3776, -2.2310, -0.1854], [2.5572, 1.3594, 0.0019], [-5.1999, -4.7235, 3.6578], [-3.1574, -3.2836, 1.3523], [-4.4030, -4.6329, 2.9328], [-1.6059, -1.7130, 0.4134], [-2.6017, 0.0770, -5.1211], [0.6985, -3.9660, 1.8492], [1.8260, -2.1751, 1.6934], [-5.9467, -0.1683, -0.2660], [-4.4030, 1.3975, 0.6965], [5.7359, -0.0744, 0.9540], [-2.3417, 0.1885, -3.0383], [-6.2403, 1.9569, -0.2516], [-1.2199, -3.6884, -2.0739], [0.7595, 0.4313, -0.2121], [0.6150, -2.9116, 2.1006], [5.4286, -1.8712, 1.6653], [-6.8733, -0.3686, -0.7866], [-0.9150, 0.2873, -4.5931], [3.1852, -0.6566, 0.9773], [-1.2361, -0.5756, -0.6191], [-5.1105, -1.2144, 0.0665], [-2.2105, -3.3310, -2.3748], [-0.2507, -2.4787, 1.5982], [-1.8646, -0.2059, -4.3634], [3.5425, 0.6767, 0.4096], [3.0770, -2.5818, 1.9845], [-1.4968, -4.2869, 0.4208], [-0.6852, -2.0617, -4.3817], [-2.5088, -5.5763, 1.7904], [-1.7217, -1.7315, -4.2444], [-1.8656, -6.4229, 1.5866], [-2.5969, -3.9957, -3.1491], [-3.5407, -5.7034, 2.7151], [4.7236, 1.0289, 0.3939], [0.4681, -2.8289, 3.1767], [-4.1519, 2.4065, 0.9900], [-3.8725, -0.9599, 0.6706], [-1.0129, 5.2056, -3.0836], [-2.8835, -2.0118, 0.7927], [-4.2384, -3.4552, 2.2467], [-2.3558, -2.2679, -4.9562], [-2.5311, 4.1687, -1.4265], [-2.3456, -0.8630, -2.1763], [-4.9017, -2.6233, 2.4250], [1.8633, -1.0168, 1.0620], [-2.3062, -4.3895, 1.1286], [-2.1524, -1.9954, -2.8806], [5.8153, -2.9409, 2.0783], [-2.1063, 1.1043, -2.6852], [-2.8745, -3.3661, -1.5146], [1.7870, 2.0261, -2.5079], [-1.8978, 2.0951, -0.3009], [0.4814, 3.6797, -2.8820], [-5.5907, 1.1416, 0.0289], [-0.7299, 4.2855, -2.5917], [-0.0036, 1.9211, -1.3155], [1.1645, 4.1446, -3.5761], [-3.5441, 0.3624, 0.9975], [-2.6186, 0.5494, 1.5248], [6.2225, -0.8928, 1.3080], [3.3635, -3.4333, 2.4428], [-1.2192, 2.5311, -1.0251], [0.8351, 2.4865, -2.2703], [3.9660, -1.6395, 1.5419]], "forces_ev_per_a": [[0.002, -0.079, 0.018], [-0.131, -0.035, -0.048], [-0.008, -0.077, -0.030], [-0.231, 0.715, -0.398], [-0.068, -0.015, 0.002], [-0.061, -0.353, 0.061], [-0.038, -0.226, 0.030], [0.982, 0.519, -0.293], [0.176, -0.039, 0.035], [-0.028, -0.129, -0.004], [-0.143, -0.093, 0.039], [-0.121, 0.073, -0.093], [-0.167, 0.159, -0.040], [-0.201, -0.312, 0.111], [-0.053, 0.088, 0.176], [-0.084, 0.057, 0.013], [0.003, -0.075, 0.009], [-0.741, -0.698, -0.041], [-0.100, -0.038, 0.057], [-0.170, -0.001, 0.036], [-0.050, -0.015, 0.009], [-0.092, -0.082, 0.001], [0.502, -0.317, 0.291], [0.217, -0.406, 0.401], [0.121, 0.030, 0.115], [0.065, -0.236, 0.229], [0.206, -0.154, 0.122], [-0.102, 0.136, -0.296], [0.432, -0.615, 0.296], [0.159, 0.129, -0.101], [0.104, 0.005, -0.010], [-0.063, -0.001, -0.085], [-0.067, -0.268, 0.095], [0.162, 0.028, -0.178], [0.056, 0.001, 0.032], [-0.025, -0.004, 0.026], [-0.021, -0.070, 0.019], [0.124, 0.117, -0.037], [0.005, -0.028, 0.110], [0.043, 0.109, -0.040], [-0.281, 0.325, 0.059], [0.030, 0.065, -0.007], [-0.901, -0.178, -0.008], [0.113, 0.160, -0.149], [0.068, 0.027, 0.053], [-0.064, 0.096, -0.020], [0.143, 0.042, -0.234], [-0.063, 0.088, 0.087], [0.136, 0.122, -0.069], [-0.051, 0.271, -0.059], [-0.181, 0.242, -0.144], [0.017, 0.011, 0.066], [-0.047, 0.059, 0.023], [-0.004, -0.059, 0.028], [0.027, 0.050, 0.086], [0.035, 0.057, 0.048], [0.085, -0.119, -0.156], [-0.049, 0.019, 0.054], [-0.166, 0.171, 0.005], [0.659, -0.299, 0.331], [0.047, 0.047, -0.164], [-0.025, -0.263, 0.097], [0.051, 0.080, 0.034], [0.187, 0.213, -0.104], [-0.014, -0.008, 0.007], [-0.007, 0.121, -0.030], [-0.115, 0.264, -0.097], [-0.225, 0.598, -0.376]], "multiplicity": 5, "homo_ev": [-6.01, -8.70], "total_energy_ha": -2205.270484, "lumo_ev": [0.275, -2.112], "homo_lumo_gap_ev": [6.28, 6.59]}

***

# 2
{"formula": "C31H25AgN3O3P", "method": "ωB97M-V/def2-TZVPD", "symbols": ["H", "C", "H", "C", "C", "C", "C", "H", "C", "C", "C", "H", "C", "H", "C", "C", "H", "H", "C", "C", "H", "C", "C", "H", "H", "H", "H", "H", "H", "C", "C", "O", "H", "C", "H", "C", "H", "C", "C", "C", "C", "O", "C", "H", "C", "C", "H", "O", "N", "H", "N", "H", "H", "H", "C", "C", "C", "H", "Ag", "H", "C", "P", "N", "C"], "coordinates": [[-2.8383, 5.6768, -1.5262], [-2.4434, 0.6299, 5.1593], [1.2084, 0.2320, 3.9529], [-0.3326, 3.8393, -2.8542], [-0.8580, 0.3704, 3.3659], [-2.1724, 0.5158, 3.8014], [1.7339, -3.4898, 0.5024], [0.7706, 1.4752, -3.6037], [0.0859, -3.2604, -2.6875], [0.3866, 1.7780, 1.1915], [0.4171, -1.1514, 1.2217], [1.4213, -1.4807, -3.5730], [1.3858, -3.3288, -3.2221], [3.4030, 2.9961, 0.2451], [-0.4947, -4.4216, -2.1758], [-2.7535, 3.5388, -1.6880], [-2.9682, 0.5248, 3.0671], [2.0243, -2.5613, -1.4131], [0.1835, 0.3407, 4.2920], [1.1764, -3.3700, 1.7677], [1.9945, -6.6303, -2.7452], [0.2798, 4.1634, 0.8426], [-0.3380, 2.9732, 1.1865], [2.2387, -4.4046, 0.2173], [-0.2860, 5.0868, 0.8410], [-0.2995, -6.5206, -1.7910], [-1.6154, 0.6863, 7.1364], [2.1083, 5.0987, 0.2168], [1.2427, -4.1915, 2.4697], [0.9647, -1.2862, -0.0564], [0.1735, -5.6307, -2.1866], [2.0370, -2.2565, -3.7043], [-1.4894, -4.3358, -1.7587], [-0.0917, 0.4501, 5.6453], [0.8358, -0.4943, -0.7847], [1.4581, -5.6890, -2.7247], [0.7154, 0.4219, 6.3665], [-1.4042, 0.5968, 6.0780], [-0.8989, 2.5808, -2.6536], [2.3529, 2.9895, 0.5094], [1.6261, 4.1699, 0.4965], [-1.8524, -2.0095, -2.1459], [-0.1705, 1.3704, -3.0648], [-3.7223, 3.3794, -1.2265], [1.7379, 1.7938, 0.8590], [-1.0180, 4.9686, -2.4506], [-3.4654, 0.7412, 5.4988], [-1.8839, 0.3117, 0.8511], [-0.6535, 0.2351, -2.7478], [-0.5911, 5.9534, -2.5953], [-2.1035, 2.4439, -2.0753], [-1.3929, 2.9578, 1.4390], [3.0577, -4.5816, -3.6487], [0.0592, -2.1228, 3.1068], [2.0571, -4.5533, -3.2326], [-2.2607, 4.8223, -1.8531], [1.6244, -2.4514, -0.4125], [2.3168, 0.8797, 0.8818], [-2.5544, 0.1128, -1.3671], [0.6418, 3.9113, -3.3221], [-0.6947, -1.9940, -2.6040], [-0.5797, 0.2995, 1.5841], [-0.0066, -0.8934, -3.0281], [0.5150, -2.2061, 2.1294]], "forces_ev_per_a": [[0.015, -0.033, -0.004], [0.030, -0.007, -0.008], [-0.019, 0.010, 0.019], [0.069, -0.030, -0.056], [-0.113, 0.022, -0.014], [0.064, -0.073, 0.040], [0.019, -0.009, 0.052], [0.009, 0.000, -0.012], [-0.251, -0.215, -0.400], [-0.081, 0.040, -0.111], [-0.024, -0.044, 0.083], [-0.095, 0.135, -0.057], [-0.250, -0.253, -0.534], [-0.020, -0.010, 0.007], [0.018, 0.041, -0.083], [0.009, -0.060, -0.019], [0.004, 0.021, 0.018], [0.208, 0.259, 0.666], [0.012, 0.046, -0.047], [-0.009, -0.035, -0.018], [0.001, 0.017, -0.007], [0.010, 0.008, 0.032], [0.018, -0.015, -0.080], [-0.004, 0.019, -0.015], [0.000, -0.028, -0.014], [0.030, 0.024, 0.005], [0.003, -0.008, -0.020], [-0.005, -0.015, 0.015], [0.006, 0.015, 0.004], [-0.070, 0.097, 0.194], [0.012, -0.017, -0.004], [0.161, -0.222, 0.048], [0.002, 0.003, -0.021], [0.036, -0.009, -0.006], [0.125, -0.014, 0.054], [-0.080, -0.010, 0.068], [-0.005, 0.005, -0.025], [-0.053, 0.008, -0.019], [-0.078, 0.038, 0.045], [0.024, 0.021, 0.003], [-0.016, -0.011, -0.003], [0.179, -0.020, -0.009], [-0.011, 0.072, 0.032], [0.029, -0.010, -0.006], [-0.040, -0.035, 0.126], [-0.008, 0.020, 0.002], [0.015, -0.001, -0.006], [-0.241, 0.119, 0.202], [-0.129, 0.167, 0.016], [0.011, -0.024, -0.017], [-0.025, 0.059, 0.053], [0.029, 0.012, -0.031], [-0.053, 0.008, 0.019], [0.021, -0.019, 0.040], [0.084, 0.023, -0.071], [0.005, 0.029, -0.001], [0.264, 0.166, 0.141], [-0.025, -0.035, -0.061], [0.125, 0.028, 0.032], [-0.023, 0.011, 0.018], [-0.053, 0.110, -0.051], [0.197, -0.170, -0.100], [-0.053, -0.300, -0.048], [-0.010, 0.077, -0.057]], "multiplicity": 1, "homo_ev": -7.71, "total_energy_ha": -2074.674011, "lumo_ev": -0.022, "homo_lumo_gap_ev": 7.69}

***

# 3
{"formula": "C30H24N6O4Ti", "method": "ωB97M-V/def2-TZVPD", "symbols": ["C", "H", "C", "C", "C", "O", "H", "N", "H", "N", "H", "C", "C", "H", "O", "H", "O", "Ti", "C", "C", "H", "H", "H", "C", "C", "C", "C", "N", "H", "H", "C", "N", "C", "C", "H", "C", "H", "H", "C", "H", "C", "C", "C", "H", "H", "O", "N", "C", "C", "C", "C", "N", "C", "H", "C", "H", "C", "H", "H", "H", "C", "H", "C", "H", "C"], "coordinates": [[-2.1307, -1.9253, 1.3225], [-4.0968, -1.5492, 4.6121], [1.8376, 0.6372, -2.7576], [-1.2837, 1.7745, -1.7235], [2.5019, -3.2833, 2.8383], [2.2207, 0.3729, -0.4190], [-2.4274, -3.3581, 4.3638], [0.5006, -0.5190, 2.2021], [-1.1703, -3.6049, 2.2539], [-0.4812, 1.0420, 0.4549], [-1.8666, 3.2006, 1.4533], [-1.4785, 2.5040, 2.1843], [0.3086, -0.6012, -4.1791], [-3.2378, -0.2219, 0.6311], [2.8799, 2.8524, -6.0448], [3.5749, -4.8800, 0.0557], [1.5130, 1.7490, -7.2956], [0.4504, -0.6247, 0.0492], [-1.2203, 2.6435, -2.8054], [-3.5445, -1.6548, 3.6885], [-0.4333, -1.3800, -4.2899], [2.5447, -3.2755, 3.9176], [-1.8164, 2.4465, -3.6869], [-0.4945, 0.7044, 4.1138], [-1.8997, -2.8091, 2.3648], [2.2327, 1.4008, -3.8664], [0.6992, 0.1595, -5.2517], [-1.3315, -2.0088, 0.1218], [-0.1035, -0.0048, 4.8300], [3.7540, -4.9960, 2.5472], [2.4885, 0.8986, -1.5115], [1.0865, -1.3413, 2.9480], [-1.7192, 2.6862, 3.5330], [-0.2436, 0.5188, 2.7541], [2.9813, 2.1760, -3.7674], [0.3452, 4.0152, -1.6080], [-1.9241, 0.9005, -1.7584], [-1.8805, -1.7602, -0.6973], [0.2956, 3.1442, -0.5320], [0.2791, 0.0003, -6.2348], [-1.2404, 1.7938, 4.5009], [-0.4046, 3.7631, -2.7520], [1.6536, 1.1670, -5.0810], [-1.0180, -2.9636, -0.0298], [3.3175, 1.6160, -1.5339], [0.3996, -1.0600, -1.8792], [2.0447, 1.9917, -6.2328], [-2.6062, -2.6679, 3.5502], [0.8421, -0.3682, -2.8969], [3.1639, -4.2239, 2.0727], [1.7603, -2.3082, 2.1879], [1.6586, -2.2488, 0.8478], [-3.0704, -0.9137, 1.4488], [-0.3573, 4.4428, -3.5923], [-0.7414, 1.3928, 1.7681], [0.8939, 3.3253, 0.3533], [2.3095, -3.1635, 0.1144], [-2.3004, 3.5431, 3.8491], [2.2052, -3.0723, -0.9600], [0.9773, 4.8924, -1.5584], [-0.5199, 2.0121, -0.5859], [-1.4540, 1.9654, 5.5463], [3.0678, -4.1642, 0.6860], [-4.5126, 0.0045, 2.7320], [-3.7789, -0.7844, 2.6337]], "forces_ev_per_a": [[-0.005, 0.001, 0.002], [0.001, -0.001, 0.000], [0.000, 0.006, 0.003], [0.004, -0.001, -0.002], [-0.008, 0.010, 0.006], [0.019, 0.031, 0.057], [0.000, 0.001, 0.001], [0.032, 0.066, 0.150], [0.000, 0.005, 0.002], [-0.094, 0.087, 0.100], [0.000, -0.002, -0.003], [-0.021, 0.003, 0.026], [0.006, -0.001, -0.006], [0.004, -0.002, 0.002], [-0.049, 0.014, 0.007], [0.000, -0.001, 0.001], [-0.022, 0.032, 0.029], [0.029, -0.095, -0.387], [0.002, -0.003, 0.000], [0.015, -0.013, 0.007], [0.000, -0.002, 0.002], [0.000, 0.000, 0.000], [0.001, 0.001, -0.002], [-0.023, 0.019, 0.016], [0.010, 0.004, 0.004], [-0.011, 0.000, -0.006], [0.001, 0.002, 0.000], [-0.031, 0.014, -0.050], [0.002, 0.001, 0.000], [-0.001, -0.001, 0.000], [-0.006, -0.020, -0.002], [-0.013, -0.028, -0.001], [0.007, 0.014, -0.023], [-0.005, -0.003, -0.018], [0.002, 0.002, -0.001], [0.003, 0.001, 0.005], [0.001, 0.002, -0.002], [-0.004, 0.012, -0.002], [0.006, 0.005, -0.001], [-0.001, 0.000, -0.002], [0.015, -0.016, 0.006], [-0.003, 0.002, -0.001], [-0.014, 0.024, 0.004], [-0.001, -0.004, 0.011], [-0.001, 0.003, 0.001], [0.019, -0.045, 0.072], [0.091, -0.075, -0.032], [-0.016, 0.008, -0.004], [-0.003, 0.005, -0.007], [0.002, -0.001, -0.017], [0.023, -0.011, -0.004], [0.004, -0.010, 0.040], [0.002, -0.004, -0.001], [0.000, -0.001, -0.001], [0.048, -0.004, -0.019], [-0.003, 0.001, 0.002], [-0.015, 0.013, -0.009], [-0.002, -0.002, -0.001], [0.002, -0.005, 0.000], [0.000, 0.000, 0.001], [-0.023, -0.049, 0.037], [-0.001, 0.001, -0.001], [0.007, -0.003, 0.010], [-0.001, -0.002, 0.000], [0.017, 0.016, -0.002]], "relative_energy_kcal_mol": 0.0, "multiplicity": 2, "homo_ev": [-10.70, -10.72], "charge": 1, "total_energy_ha": -2636.438817, "lumo_ev": [-4.220, -4.453], "homo_lumo_gap_ev": [6.48, 6.26]}